(1)
Entry from the Open Molecules 2025 dataset: C3HFGaO as an isolated structure (ωB97M-V with the def2-TZVPD basis set).

Values from the calculation:
Orbital gap (alpha / beta) in eV: 6.27 / 6.96
Multiplicity: 2
E_HOMO (alpha / beta) in eV: -7.5 / -8.2
E_tot in eV: -60263.945
Net charge: 0
Expectation value of S²: 0.759

Geometry as XYZ:
```
7
C3HFGaO (ωB97M-V with the def2-TZVPD basis set)
O -3.08781 0.89837 0.62494
C -2.08493 0.36530 0.12762
C -1.08123 -0.08622 -0.48977
C -0.03547 -1.02158 -0.41539
H -0.21078 -1.96272 -0.96656
F 3.17203 0.22952 0.32498
Ga 1.61079 -0.27983 -0.03932
```



(2)
Entry from the Open Molecules 2025 dataset: a 2-piece molecular cluster, C5H16NSi overall (ωB97M-V with the def2-TZVPD basis set).

Values from the calculation:
Orbital gap in eV: 10.95
Relative energy (zero: lowest compared OMol25 entry of this formula, charge and spin) in kcal/mol: 60.16
Multiplicity: 1
E_HOMO in eV: -14.5
E_tot in eV: -14802.809
Net charge: +1

Geometry as XYZ:
```
23
C5H16NSi (ωB97M-V with the def2-TZVPD basis set)
C 1.97471 -0.62698 0.54915
C -1.66039 -1.03049 1.03509
C -0.22015 -1.59814 -1.74510
C 1.17933 0.70745 0.84450
C 0.14664 1.03623 -0.23685
N -0.56024 2.27199 0.20221
Si -1.12512 -0.42454 -0.62156
H 1.31981 -1.37811 0.45237
H 2.84197 -0.82625 1.15790
H 2.36996 -0.45089 -0.42566
H -1.38136 -2.03559 1.21598
H -1.23700 -0.47239 1.85136
H -2.72791 -1.09556 1.01012
H -0.66891 -2.53466 -1.77790
H -0.34913 -1.22264 -2.68773
H 0.78243 -1.82184 -1.41656
H 0.63118 0.50579 1.81381
H 2.03074 1.54516 0.96183
H 1.07440 1.35581 -1.48554
H -1.32741 1.83398 0.58075
H -0.04225 3.05647 0.82910
H -1.01110 2.81119 -0.53194
H -2.04019 0.39400 -1.57532
```



(3)
Entry from the Open Molecules 2025 dataset: C42H35Cl2CsN4O7 as an isolated structure (ωB97M-V with the def2-TZVPD basis set).

Values from the calculation:
Orbital gap in eV: 5.19
Relative energy (zero: lowest compared OMol25 entry of this formula, charge and spin) in kcal/mol: 32.75
Multiplicity: 1
E_HOMO in eV: -1.9
E_tot in eV: -90009.663
Net charge: -2

Geometry as XYZ:
```
91
C42H35Cl2CsN4O7 (ωB97M-V with the def2-TZVPD basis set)
Cs 0.70232 0.13986 -1.02258
O -0.23132 0.23116 -3.28647
C -0.04219 -0.02927 -4.53086
C -0.68418 0.73568 -5.56241
C -0.54853 0.45040 -6.91003
C 0.25323 -0.61384 -7.33792
C 0.92531 -1.34837 -6.36540
C 0.82240 -1.08870 -4.99550
C 1.66292 -1.89939 -4.09121
N 1.73024 -1.75276 -2.83213
N 2.55942 -2.61976 -2.14290
C 3.02571 -2.14563 -0.99987
O 2.90808 -0.97943 -0.50738
C 3.81467 -3.18078 -0.21846
C 4.36227 -2.79719 1.00184
C 5.08534 -3.70089 1.77963
C 5.27062 -5.00299 1.33300
C 4.72923 -5.39307 0.10743
C 4.00843 -4.49111 -0.66264
H -1.29851 1.57013 -5.23160
H -1.06792 1.06162 -7.64398
H 0.35514 -0.85259 -8.39065
H 1.57858 -2.16367 -6.67245
H 2.30269 -2.65269 -4.57294
H 4.20489 -1.77427 1.33011
H 5.48487 -3.38441 2.73848
H 5.82356 -5.71337 1.93680
H 4.86977 -6.41131 -0.24354
H 3.57788 -4.77323 -1.61454
O -1.34833 3.06527 2.53858
H -0.90027 2.20082 2.77801
H -1.59298 2.94690 1.61404
C -3.78020 0.32089 -2.55873
O -4.82407 1.32448 -2.40193
C -4.78726 1.89756 -1.16661
C -5.24705 1.23528 -0.04518
C -5.17100 1.85149 1.19853
C -4.64917 3.13474 1.30010
C -4.20915 3.80118 0.16655
C -4.26365 3.17964 -1.07150
N -3.88051 3.81431 -2.28387
C -3.05362 4.84498 -2.50009
C -1.98024 5.28241 -1.77137
C -1.40852 6.57747 -2.07696
C -0.33079 7.03055 -1.41693
C 0.28707 6.20608 -0.38632
C -0.15869 4.97092 -0.09505
C -1.30314 4.40341 -0.80812
O -1.66406 3.24152 -0.69707
H -3.93544 -0.50075 -1.85801
H -2.78684 0.73929 -2.39044
H -3.84805 -0.05451 -3.57397
H -5.64326 0.23102 -0.15320
H -5.50428 1.32529 2.08496
H -4.55063 3.61160 2.26903
H -3.80161 4.80441 0.24593
H -4.27982 3.37553 -3.09989
H -3.29499 5.39487 -3.40561
H -1.88115 7.18531 -2.84488
H 0.07770 8.00646 -1.64548
H 1.14590 6.59566 0.14958
H 0.30259 4.34815 0.66603
Cl -0.35480 -2.66422 5.36552
C -0.97044 -2.37574 3.75722
C -2.27344 -1.91034 3.70431
C -2.90646 -1.69416 2.49956
C -2.21936 -1.97058 1.33454
C -0.91580 -2.42119 1.38385
Cl -0.11512 -2.73843 -0.13548
C -0.20918 -2.61359 2.59181
N 1.10415 -3.08184 2.54994
C 2.11706 -2.81178 3.54528
C 2.61659 -3.88932 4.26878
C 3.59418 -3.70773 5.23327
C 4.07738 -2.42365 5.46596
C 3.60068 -1.35663 4.71498
C 2.62788 -1.52270 3.72611
C 2.16866 -0.34058 2.91588
C 1.00593 0.46418 3.56113
O 1.17104 0.80130 4.75365
O 0.01153 0.65661 2.79401
H -2.78084 -1.71131 4.63899
H -3.92111 -1.31238 2.46691
H -2.67656 -1.81413 0.36748
H 1.48391 -3.10118 1.61367
H 2.20564 -4.87398 4.06971
H 3.97549 -4.55595 5.79549
H 4.83561 -2.25418 6.22333
H 3.98033 -0.35576 4.88899
H 1.86745 -0.61605 1.91025
H 2.98017 0.38293 2.84284
```